1.
Density functional theory data (ωB97M-V with the def2-TZVPD basis set) for a gas-phase ion, C4H6NOS (charge +1) in a non-equilibrium geometry.

Geometry as XYZ:
```
13
Properties=species:S:1:pos:R:3:forces:R:3:lowdin_charge:R:1
C 0.9031 0.8821 0.4132 -2.108 -1.382 0.187 -0.061
C 0.1318 0.6156 1.5426 -0.693 0.040 -1.457 -0.029
C -0.7596 -0.3976 -1.0361 -1.120 -2.013 -0.629 -0.328
C 0.4866 0.2471 -0.7490 2.843 1.568 0.596 -0.584
N -0.5658 -0.4677 1.4260 -0.881 -1.253 0.975 0.188
O -0.7942 -1.5094 -1.5059 -0.191 0.221 0.046 0.088
S 1.5258 0.2781 -2.0514 0.250 -0.923 -1.920 1.048
H 1.7520 1.4272 0.5168 2.377 1.715 -0.241 0.093
H -0.1514 1.2312 2.3593 0.443 0.824 0.671 0.153
H -1.6442 0.1697 -0.8790 -1.166 0.792 0.307 0.148
H -0.2533 -1.2488 0.8861 0.104 -0.345 -0.148 0.135
H -1.4162 -0.5986 1.9176 -0.647 -0.319 0.902 0.150
H 0.7854 -0.6290 -2.8402 0.790 1.075 0.712 0.001
```
Forces are in eV/Å.

Calculated values
- HOMO energy (eV) = -14.00
- charge = +1
- Kohn-Sham gap (eV) = 8.13
- LUMO (eV) = -5.867

2.
Density functional theory data (ωB97M-V with the def2-TZVPD basis set) for a single C4H6NP molecule in a non-equilibrium geometry.

Geometry as XYZ:
```
12
Properties=species:S:1:pos:R:3:forces:R:3:lowdin_charge:R:1
C -2.6862 -1.9338 -0.7652 1.305 0.307 -5.678 0.018
C -1.5811 -1.6350 -0.3266 3.891 2.783 0.944 -0.200
N -0.6269 -0.9849 -0.1371 5.740 2.798 0.372 0.086
C 0.4813 -0.0472 0.0007 -3.056 -2.441 2.633 -0.472
P 1.3660 0.9825 -0.9573 0.063 -0.408 -0.435 0.842
C 2.1276 1.7381 0.5497 -1.718 -0.311 0.577 -0.408
H -3.0008 -1.7668 -1.7393 0.509 0.527 -2.185 0.067
H -3.4351 -2.2204 -0.3516 -8.332 -3.837 5.970 -0.046
H 0.7013 0.0915 1.1131 -0.611 -0.657 -1.560 0.067
H 2.4414 1.0386 1.3222 0.046 -0.106 -0.194 0.032
H 1.3102 2.3521 0.9480 0.317 -0.001 0.201 0.032
H 2.9024 2.3852 0.3432 1.843 1.347 -0.647 -0.017
```
Forces are in eV/Å.

Calculated values
- SMILES = C=C=N/C=P/C
- HOMO energy (eV) = -7.66
- Kohn-Sham gap (eV) = 7.94
- LUMO (eV) = 0.277

3.
Density functional theory data (ωB97M-V with the def2-TZVPD basis set) for 2 unconnected molecules or ions with the total composition C4H6NP in a non-equilibrium geometry.

Geometry as XYZ:
```
12
Properties=species:S:1:pos:R:3:forces:R:3:lowdin_charge:R:1
C 1.5694 0.7703 -0.5228 -0.424 -0.232 0.038 -0.159
C 0.1170 0.8665 -0.7715 1.050 2.792 -2.594 -0.200
C 1.8185 -0.3257 0.2055 2.157 -0.299 0.143 -0.373
C -0.5193 -0.0652 -0.1883 -6.042 -4.367 2.812 -0.317
N -2.6407 -0.4951 -0.1141 1.990 2.511 -0.037 -0.036
P 0.4104 -1.3679 0.6523 0.051 -0.029 -2.530 0.911
H 2.2974 1.5213 -0.8740 -0.468 -0.620 0.197 0.109
H -0.3223 1.5354 -1.5004 -0.020 0.377 0.294 0.109
H 2.8266 -0.6247 0.4816 -0.054 0.159 0.050 0.056
H -2.8639 -1.3961 0.3567 0.923 0.987 0.103 -0.031
H -3.0384 0.3451 0.4493 1.179 -2.131 -0.918 0.009
H 0.3454 -0.7639 1.8258 -0.340 0.852 2.442 -0.079
```
Forces are in eV/Å.

Calculated values
- HOMO energy (spin up / spin down) (eV) = -8.88 / -8.88
- Kohn-Sham gap (spin up / spin down) (eV) = 9.23 / 9.23
- LUMO (spin up / spin down) (eV) = 0.353 / 0.353

4.
Density functional theory data (ωB97M-V with the def2-TZVPD basis set) for a single C4H6NP molecule in a non-equilibrium geometry.

Geometry as XYZ:
```
12
Properties=species:S:1:pos:R:3:forces:R:3:lowdin_charge:R:1
C -1.0466 -0.4401 -1.7737 -0.729 0.857 4.654 -0.168
P -1.2230 -1.4211 -0.0455 -0.312 1.907 -1.173 0.911
C -1.0922 0.3276 -0.6373 0.075 -4.051 -1.921 -0.461
C -0.2011 1.1454 0.1850 1.052 0.425 -0.973 -0.196
C 0.8975 0.0650 0.7278 -0.991 1.514 -0.246 -0.255
N 0.2208 -1.1923 0.8883 -1.595 0.427 -1.076 -0.301
H -0.6873 -0.3614 -2.7553 0.627 0.172 -1.145 0.008
H 0.1934 1.9773 -0.5345 -0.229 -1.068 2.114 0.142
H -0.6650 1.3958 1.1406 -0.239 0.981 -0.529 0.095
H 1.7620 0.0132 0.0800 0.303 0.065 -0.100 0.101
H 1.1033 0.5019 1.7018 0.790 -0.231 0.056 0.095
H 0.7383 -2.0113 1.0228 1.248 -0.999 0.339 0.030
```
Forces are in eV/Å.

Calculated values
- SMILES = C1=P2=C1CCN2
- HOMO energy (eV) = -8.13
- Kohn-Sham gap (eV) = 8.95
- LUMO (eV) = 0.826

5.
Density functional theory data (ωB97M-V with the def2-TZVPD basis set) for a single C4H6O molecule.

Geometry as XYZ:
```
11
Properties=species:S:1:pos:R:3:forces:R:3:lowdin_charge:R:1
C -1.1421 0.0551 -0.4349 -0.217 -0.129 0.155 -0.012
C -0.3858 -0.4489 0.6615 -0.251 -0.386 -0.183 -0.087
C 0.9527 -0.6673 0.0662 0.052 -0.138 0.097 -0.056
C 0.4513 0.7908 -0.1853 0.322 0.216 -0.267 -0.432
O 0.4005 1.4025 0.9842 0.041 0.261 0.018 -0.137
H -1.0871 -0.4889 -1.3755 0.059 0.135 0.137 0.106
H -2.0408 0.6357 -0.2477 0.182 -0.055 -0.028 0.104
H -0.6679 -0.4887 1.7074 0.065 0.035 -0.119 0.136
H 1.7957 -0.7404 0.7461 -0.122 0.018 -0.077 0.117
H 0.9794 -1.3405 -0.7928 -0.021 0.156 0.115 0.117
H 0.7441 1.2906 -1.1291 -0.111 -0.113 0.153 0.144
```
Forces are in eV/Å.

Calculated values
- HOMO energy (eV) = -8.33
- Kohn-Sham gap (eV) = 8.80
- LUMO (eV) = 0.473

6.
Density functional theory data (ωB97M-V with the def2-TZVPD basis set) for a molecular structure, C4H6O in a non-equilibrium geometry.

Geometry as XYZ:
```
11
Properties=species:S:1:pos:R:3:forces:R:3:lowdin_charge:R:1
C 1.1180 0.6637 -0.2257 -1.042 0.558 -0.587 -0.038
C -0.9343 -0.7393 -0.4431 -1.329 -3.726 -1.192 -0.211
C 0.4227 -0.6169 0.2593 0.195 0.225 0.166 -0.168
C -0.1231 0.7154 0.6564 0.317 0.378 0.086 -0.264
O -1.3425 0.5383 -0.0750 0.612 2.194 -0.564 -0.088
H 2.1416 1.0608 -0.0018 -1.259 -0.879 0.507 0.120
H 0.7987 0.9738 -1.2146 0.357 -0.170 -0.321 0.098
H -1.0043 -1.0830 -1.5991 0.310 1.234 2.448 0.156
H -1.6890 -1.3931 0.1319 1.485 0.099 -0.932 0.136
H 0.8753 -1.3356 0.9265 0.042 -0.091 -0.244 0.125
H -0.2630 1.2160 1.5850 0.312 0.178 0.631 0.135
```
Forces are in eV/Å.

Calculated values
- HOMO energy (eV) = -9.18
- Kohn-Sham gap (eV) = 10.36
- LUMO (eV) = 1.181

7.
Density functional theory data (ωB97M-V with the def2-TZVPD basis set) for a single C4H6O molecule in a non-equilibrium geometry.

Geometry as XYZ:
```
11
Properties=species:S:1:pos:R:3:forces:R:3:lowdin_charge:R:1
C -0.5103 -1.3769 -0.1532 1.246 -2.398 -0.452 0.062
C -0.0759 -0.1480 0.0057 -0.272 1.575 0.247 -0.349
C 1.1314 0.5316 -0.6633 -0.475 1.220 0.241 -0.076
C -0.9614 0.6688 0.9002 -0.854 1.185 2.021 -0.236
O -1.8689 0.2710 1.6322 1.448 0.066 -1.621 0.014
H -1.3937 -1.7349 0.3846 0.296 0.224 -0.294 0.079
H 0.1361 -2.1444 -0.6768 -1.068 0.951 0.327 0.095
H 2.0147 0.6484 0.0444 -1.156 -0.160 -0.783 0.086
H 1.4331 -0.1498 -1.4957 -0.074 1.063 0.395 0.073
H 0.8172 1.6587 -0.9997 0.847 -2.913 0.493 0.125
H -0.7223 1.7756 1.0216 0.063 -0.814 -0.573 0.126
```
Forces are in eV/Å.

Calculated values
- SMILES = C=C(C)C=O
- HOMO energy (eV) = -9.89
- Kohn-Sham gap (eV) = 10.11
- LUMO (eV) = 0.219

8.
Density functional theory data (ωB97M-V with the def2-TZVPD basis set) for a single C4H6O molecule.

Geometry as XYZ:
```
11
Properties=species:S:1:pos:R:3:forces:R:3:lowdin_charge:R:1
C -1.9685 0.2557 0.1569 -0.225 -0.026 -0.046 -0.046
O -0.6597 0.6185 -0.3104 0.411 -0.202 -0.173 -0.060
C 0.2629 -0.3018 -0.1272 -0.147 0.057 0.354 -0.157
C 1.6329 -0.1485 -0.1490 -0.014 0.087 -0.144 -0.274
C 2.4694 0.6622 -0.9325 -0.274 -0.040 0.707 0.046
H -2.3603 -0.5795 -0.4316 0.003 0.150 0.065 0.097
H -2.5910 1.1399 0.0261 0.060 -0.156 -0.028 0.096
H -1.9411 -0.0189 1.2208 0.096 0.110 -0.304 0.099
H 1.9842 -0.8683 0.6098 0.381 -0.156 -0.431 0.093
H -0.1221 -1.2667 0.2169 -0.037 0.195 0.248 0.128
H 3.4658 0.6522 -0.4330 -0.256 -0.020 -0.249 -0.022
```
Forces are in eV/Å.

Calculated values
- HOMO energy (spin up / spin down) (eV) = -7.76 / -7.77
- Kohn-Sham gap (spin up / spin down) (eV) = 7.32 / 7.32
- LUMO (spin up / spin down) (eV) = -0.444 / -0.444

9.
Density functional theory data (ωB97M-V with the def2-TZVPD basis set) for a single C4H6O molecule in a non-equilibrium geometry.

Geometry as XYZ:
```
11
Properties=species:S:1:pos:R:3:forces:R:3:lowdin_charge:R:1
C -0.6716 -0.9901 -0.2652 -1.869 -0.078 -0.938 -0.110
C 0.6215 -1.0338 -0.1397 1.264 0.942 1.226 -0.098
C 1.1428 0.3229 0.3375 1.807 -1.031 0.096 -0.231
O 0.0951 1.1513 -0.0769 -1.524 1.119 0.566 -0.174
C -1.1786 0.4216 -0.0063 -1.065 0.584 0.121 -0.167
H -1.2529 -1.8737 -0.5415 -0.132 0.530 0.250 0.108
H 1.1804 -1.9233 -0.1146 0.776 -0.924 -0.236 0.088
H 2.1787 0.6515 -0.1284 -2.267 -0.471 0.692 0.147
H 1.3434 0.2571 1.4965 -0.639 0.414 -1.806 0.141
H -1.6270 0.4428 1.0715 0.785 0.230 -1.611 0.130
H -2.0681 0.9115 -0.7258 2.866 -1.314 1.641 0.169
```
Forces are in eV/Å.

Calculated values
- SMILES = C1=CCOC1
- HOMO energy (eV) = -9.38
- Kohn-Sham gap (eV) = 10.47
- LUMO (eV) = 1.085

10.
Density functional theory data (ωB97M-V with the def2-TZVPD basis set) for 2 unconnected molecules or ions with the total composition C4H6O in a non-equilibrium geometry.

Geometry as XYZ:
```
11
Properties=species:S:1:pos:R:3:forces:R:3:lowdin_charge:R:1
C 0.9642 0.6377 0.6479 -0.030 0.014 0.008 -0.159
O 1.2075 -0.5170 -0.1805 -0.005 -0.370 0.038 -0.084
C 0.0669 -0.8903 -0.8001 -0.774 -0.721 1.077 -0.201
C -0.9388 0.1398 -0.5449 -0.155 -0.160 0.012 -0.108
C -0.4361 1.0425 0.3019 0.006 -0.101 -0.173 -0.063
H 1.0932 0.3684 1.7064 -0.061 -0.029 -0.113 0.128
H 1.7178 1.3937 0.3948 -0.110 -0.182 -0.007 0.128
H -0.7227 -2.2721 -0.1368 0.223 1.134 0.739 0.135
H -0.0911 -1.9272 -1.1362 0.792 0.577 -1.483 0.005
H -1.9288 0.1131 -0.9755 0.014 0.013 0.081 0.110
H -0.9321 1.9114 0.7229 0.099 -0.177 -0.181 0.110
```
Forces are in eV/Å.

Calculated values
- HOMO energy (eV) = -7.67
- Kohn-Sham gap (eV) = 8.19
- LUMO (eV) = 0.512

Computed values of ΔE to the lowest compared entry with this formula, charge and spin (unit: kJ/mol) for the preceding records, in sequence: 166.5, 407.1, 394.4, 226.6, 377.5, 226.0, 69.7, 417.0, 125.8, 359.9.